(1)
{"formula": "C14H13F7O", "method": "wB97M-V/def2-TZVPD", "elements": ["F", "F", "F", "F", "F", "F", "F", "O", "C", "C", "C", "C", "C", "C", "C", "C", "C", "C", "C", "C", "C", "C", "H", "H", "H", "H", "H", "H", "H", "H", "H", "H", "H", "H", "H"], "coordinates": [[2.1021, -0.8918, -0.7454], [1.6950, -1.8665, 1.4843], [-0.6275, -2.7568, 1.1038], [-1.6359, -1.9980, -2.1582], [2.2741, -3.2194, -0.3686], [-0.1100, -3.6292, -1.0302], [-2.3391, -1.2902, -0.0069], [-1.8432, 2.0337, -2.5940], [-0.7662, 0.1763, -1.2817], [-0.3490, 1.3351, -0.2257], [-0.0697, -2.3362, -0.2409], [0.1544, 0.8801, 1.2486], [0.0107, 0.3465, -2.7553], [1.5178, 0.1427, 4.3020], [1.7269, 1.2888, 1.6493], [-1.1161, -1.3389, -0.8973], [2.3788, 0.9260, 3.1259], [-0.5899, 1.7798, -3.3531], [-0.7005, 0.1186, 2.4195], [-2.2227, 0.7958, -1.8332], [1.4703, -1.9871, -0.0069], [-0.0591, -0.2440, 3.9072], [-3.0506, 0.9693, -0.9961], [0.2882, 2.5292, -3.1560], [-1.8190, -0.1681, 2.2320], [-2.7972, 0.2083, -2.6628], [3.5039, 1.2003, 3.4147], [1.1720, 0.5081, -2.6879], [-1.2618, 2.0862, -0.0564], [-0.2790, -0.3914, -3.6162], [2.4384, 1.8477, 0.8914], [-0.8540, 1.8287, -4.4963], [1.9578, -0.1103, 5.3652], [0.4986, 2.0028, -0.7319], [-0.6986, -0.7764, 4.7571]], "homo_energy_ha": -0.31926}

=====

(2)
{"formula": "C14H13N3O3", "method": "wB97M-V/def2-TZVPD", "elements": ["O", "O", "O", "N", "N", "N", "C", "C", "C", "C", "C", "C", "C", "C", "C", "C", "C", "C", "C", "C", "H", "H", "H", "H", "H", "H", "H", "H", "H", "H", "H", "H", "H"], "coordinates": [[0.3990, 0.0117, -0.3649], [-1.4620, -0.1555, 1.6432], [-2.3812, -1.5752, -0.6529], [3.9206, 1.1087, -0.9466], [2.2448, -2.1337, -0.7233], [1.2270, -2.0345, 0.1975], [-3.3595, 2.4189, -0.1002], [-3.4346, 0.4121, -1.4094], [-2.5879, 1.7772, 0.8490], [3.0180, -1.1465, -0.9703], [-3.7721, 1.7406, -1.2356], [3.1833, 0.1258, -0.3376], [4.0174, 2.1808, -0.1334], [2.8380, 0.6040, 0.9203], [0.3167, -1.0233, 0.2515], [-1.8936, -2.2210, 0.4933], [-2.2317, 0.4472, 0.6757], [-0.8505, -1.3435, 1.2087], [3.3677, 1.8916, 1.0430], [-2.6762, -0.2457, -0.4519], [-1.4670, -3.1690, 0.1579], [4.5348, 3.0710, -0.4339], [-2.7162, -2.4195, 1.1971], [-2.2385, 2.2877, 1.7320], [-3.6295, 3.4541, 0.0422], [-0.4788, -1.8433, 2.1096], [3.2793, 2.5364, 1.8944], [-3.7482, -0.1412, -2.2802], [3.6944, -1.3506, -1.7958], [4.2671, 1.0557, -1.8904], [-4.3623, 2.2442, -1.9857], [0.9603, -2.9467, 0.5452], [2.2889, 0.0754, 1.6735]], "homo_energy_ha": -0.29448, "de_lowest_ev": 2.425}

=====

(3)
{"formula": "C14H14BCrF9N6O", "method": "wB97M-V/def2-TZVPD", "elements": ["Cr", "F", "F", "F", "F", "F", "F", "F", "F", "F", "O", "N", "N", "N", "N", "N", "N", "C", "C", "C", "C", "C", "C", "C", "C", "C", "C", "C", "C", "C", "C", "B", "H", "H", "H", "H", "H", "H", "H", "H", "H", "H", "H", "H", "H", "H"], "coordinates": [[-0.3124, -0.2370, -0.3192], [2.5227, -0.1687, 3.4811], [-2.4129, -0.2739, 3.5600], [1.0955, 2.3231, 3.4671], [1.3312, -0.7809, 5.2637], [0.0284, 1.5990, 5.2654], [-1.2846, -0.4323, 5.4671], [-1.0836, 2.2680, 3.4555], [-1.1664, -2.0440, 3.9432], [1.4153, -2.0419, 3.4327], [-0.1237, -0.0481, 2.0654], [-0.5637, 0.2962, -3.2714], [1.3816, -0.7652, -1.1553], [0.6095, 1.9500, -2.0713], [0.2567, 1.6799, -0.7579], [-1.2677, -0.2093, -2.1850], [1.6013, -0.2887, -2.4408], [0.0239, 1.6123, 3.9021], [-2.4453, -0.6313, -2.7189], [0.0286, 0.0403, 3.3693], [2.6051, -0.9572, -3.0041], [2.3528, -1.6903, -0.9075], [0.2098, 2.8791, -0.1268], [-1.2441, -0.6862, 4.1166], [-2.2367, -2.9517, 1.4407], [-1.2434, 0.1859, -4.4283], [0.7441, 3.2660, -2.2576], [-2.4715, -0.4097, -4.1019], [3.1144, -1.8463, -2.0588], [0.5033, 3.8956, -1.0382], [1.3783, -0.7643, 3.8966], [0.8362, 0.8725, -3.1333], [1.0300, 3.6264, -3.2247], [-1.2096, -3.2884, 1.3700], [1.3292, 1.2355, -4.1781], [3.9331, -2.5019, -2.2275], [-3.2521, -0.6049, -4.7932], [-3.2897, -1.0902, -2.2237], [2.8632, -0.7303, -4.0091], [0.5488, 4.9516, -0.8762], [-0.8329, 0.5020, -5.3652], [2.4490, -2.1756, 0.0639], [-2.2014, -1.8655, 1.4156], [-0.0183, 2.9930, 0.9279], [-2.8228, -3.3616, 0.6264], [-2.7091, -3.3310, 2.3435]], "homo_energy_ha": [-0.30473, -0.33862], "de_lowest_ev": 0.000, "multiplicity": 5}

=====

(4)
{"formula": "C14H14Cl12N2", "method": "wB97M-V/def2-TZVPD", "elements": ["Cl", "Cl", "Cl", "Cl", "Cl", "Cl", "Cl", "Cl", "Cl", "Cl", "Cl", "Cl", "N", "N", "C", "C", "C", "C", "C", "C", "C", "C", "C", "C", "C", "C", "C", "C", "H", "H", "H", "H", "H", "H", "H", "H", "H", "H", "H", "H", "H", "H"], "coordinates": [[-13.6742, -3.2196, 14.7324], [-11.6793, -1.0349, 14.2763], [-9.0495, -7.3952, 17.5760], [-14.3785, -7.6912, 15.7834], [-7.2695, -5.2140, 17.0389], [-11.6542, -7.3902, 14.6221], [-11.1974, -2.8925, 16.4132], [-15.5190, -0.3096, 15.7076], [-14.6238, 1.7174, 17.6621], [-17.4600, 1.6819, 16.6544], [-12.3893, -6.0203, 17.0710], [-8.8956, -5.1956, 19.3755], [-15.5344, 0.6950, 12.1030], [-14.0500, -1.3444, 19.0114], [-12.9776, -6.6330, 15.5288], [-12.8243, -2.4871, 20.6891], [-14.1507, -3.7586, 19.0710], [-14.2709, 0.3205, 11.9792], [-13.9145, -1.0037, 11.7742], [-16.4777, -0.2523, 11.8803], [-16.2713, -1.6150, 11.7890], [-16.0048, 0.7017, 17.0882], [-13.1720, -1.3550, 20.0278], [-14.5463, -2.4969, 18.5130], [-13.3231, -3.6984, 20.2263], [-8.9176, -5.6480, 17.6436], [-14.9098, -2.0150, 11.7909], [-12.4453, -2.0770, 15.4751], [-13.2606, -5.8449, 14.8311], [-14.5163, -4.6907, 18.6659], [-17.5042, 0.0798, 11.9292], [-14.5464, -3.0317, 11.7649], [-13.1471, -4.6026, 20.7900], [-12.8351, -0.3851, 20.3629], [-13.0044, -1.4618, 16.1801], [-17.1165, -2.2814, 11.6999], [-12.8561, -1.2179, 11.7617], [-15.1896, -2.4566, 17.6465], [-16.3655, 0.0392, 17.8750], [-13.5695, 1.1280, 12.1293], [-9.7306, -5.1113, 17.1546], [-12.1690, -2.3411, 21.5350]], "homo_energy_ha": -0.35524, "de_lowest_ev": 0.769}

=====

(5)
{"formula": "C14H14F9LiN5O", "method": "wB97M-V/def2-TZVPD", "elements": ["F", "F", "F", "F", "F", "F", "F", "F", "F", "O", "N", "N", "N", "N", "N", "C", "C", "C", "C", "C", "C", "C", "C", "C", "C", "C", "C", "C", "C", "Li", "H", "H", "H", "H", "H", "H", "H", "H", "H", "H", "H", "H", "H", "H"], "coordinates": [[-2.9782, -0.3621, 1.7998], [0.8659, -1.7741, 2.4447], [-2.4771, -1.7929, 3.3379], [-1.1487, -0.1456, 2.9068], [0.6728, -3.3444, 0.9832], [-3.2146, -2.2771, 0.0008], [-1.5774, -3.6293, -0.3523], [-0.3788, -3.4902, 2.8646], [-2.7211, -3.7794, 1.4706], [-0.7692, -1.0287, 0.2954], [-3.5126, 1.8257, -0.9099], [-1.4089, 1.3711, -1.1572], [0.1315, 3.4165, 2.9639], [-2.9289, 2.3906, 0.1606], [0.5937, 1.9155, 0.6725], [1.9139, -1.5152, -3.1079], [2.8596, -0.5651, -2.3724], [-2.1835, -2.9081, 0.5946], [1.3255, 2.8928, 2.6957], [1.5576, 2.1426, 1.5539], [-1.9583, -1.0545, 2.3389], [-0.8313, 3.1752, 2.0828], [-1.1891, -1.8585, 1.2196], [0.0041, -2.6333, 1.8894], [-1.6641, 2.0862, -0.0273], [2.4996, -0.4836, -0.8898], [-0.6006, 2.4190, 0.9364], [-2.5951, 1.2168, -1.6807], [2.7972, 0.8150, -3.0258], [0.4321, 0.0775, -0.3872], [0.8888, -1.1293, -3.0522], [1.9149, -2.5010, -2.6339], [3.2075, 0.2007, -0.3771], [2.1104, 3.0708, 3.4207], [-2.8364, 0.6739, -2.5816], [1.7745, 1.2061, -2.9602], [2.1881, -1.6354, -4.1652], [2.5231, 1.7001, 1.3337], [3.0960, 0.7870, -4.0827], [-4.5116, 1.8526, -1.0057], [-1.8182, 3.5748, 2.2810], [3.4538, 1.5183, -2.5025], [3.8850, -0.9466, -2.5579], [2.6080, -1.4744, -0.4179]], "homo_energy_ha": -0.09228, "total_charge": -1}

=====

(6)
{"formula": "C14H14FNV", "method": "wB97M-V/def2-TZVPD", "elements": ["V", "F", "N", "C", "C", "C", "C", "C", "C", "C", "C", "C", "C", "C", "C", "C", "C", "H", "H", "H", "H", "H", "H", "H", "H", "H", "H", "H", "H", "H", "H"], "coordinates": [[-0.0553, -0.0508, 0.0390], [1.9405, 5.7606, -1.1102], [0.7074, -0.3231, 1.4925], [1.5026, 4.4810, -0.8632], [1.3434, -1.6499, -0.0605], [1.0490, 4.1702, 0.4177], [1.5388, -2.7795, 0.6296], [-1.5852, -1.5022, -0.6501], [-2.0989, 0.1379, 0.9135], [-1.8022, -0.2702, -1.3525], [-1.7618, -1.2519, 0.7486], [0.6477, 1.9289, -0.3724], [1.5409, 3.5586, -1.9070], [-2.1349, 0.7370, -0.3855], [1.1012, 2.2522, -1.6410], [1.3558, -1.0248, -1.3184], [0.6186, 2.8546, 0.6580], [1.8980, 3.8417, -2.8937], [1.1551, -2.8832, 1.6467], [1.0305, 4.9256, 1.1992], [-1.7331, -1.9991, 1.5385], [-1.3774, -2.4707, -1.1021], [1.1938, -0.4396, 2.3792], [2.0493, -3.6423, 0.1925], [-2.3263, 0.6276, 1.8590], [0.8357, -1.5054, -2.1576], [-2.3844, 1.7732, -0.6065], [0.2572, 2.5605, 1.6458], [1.1082, 1.4964, -2.4265], [-1.7638, -0.1346, -2.4324], [2.2166, -0.4167, -1.6159]], "homo_energy_ha": [0.12516, -0.05306], "total_charge": -2, "multiplicity": 4}

=====

| no. | maximum force (eV Å⁻¹) |
| --- | --- |
| 1 | 5.59 |
| 2 | 0.78 |
| 3 | 2.89 |
| 4 | 2.73 |
| 5 | 0.80 |
| 6 | 4.46 |